# C32H37GeMnN9O5STe

A structure of composition C32H37GeMnN9O5STe in a non-equilibrium geometry (ωB97M-V/def2-TZVPD, the Open Molecules 2025 dataset).

Each line ends with the Löwdin charge.
Geometry (Å):
C (-0.8320, -2.3623, -3.5066)  -0.139
C (-5.7662, 1.2216, -2.3432)  -0.054
Te (3.3069, -1.1934, 1.9061)  1.679
S (1.4100, 1.3266, 0.5277)  0.784
C (-0.2623, -2.9385, 3.4745)  -0.358
H (0.6079, 3.9857, -4.1943)  0.125
C (-3.8677, 2.0547, -1.1338)  -0.133
C (0.1135, -1.3511, -1.4592)  -0.402
H (-1.5791, 2.7655, -4.3588)  0.098
C (-1.7318, 1.5654, 1.5735)  -0.354
H (0.1597, -4.1126, 5.0823)  0.144
C (-4.0531, -0.2981, -1.6166)  -0.109
C (4.5518, 1.6148, 1.8708)  -0.143
C (-3.3476, 0.7652, -1.0591)  -0.312
H (-2.7206, -3.3719, -3.2064)  0.088
H (-2.3028, 2.0523, -2.9001)  0.052
H (-3.6533, -1.3050, -1.5502)  0.083
H (-1.3492, -1.4177, -3.6705)  0.122
H (1.9573, -4.5715, -1.0489)  0.184
O (2.0560, -1.3845, 3.5704)  -0.331
H (-1.1910, -4.7294, 3.3777)  0.172
O (1.4963, -3.3415, 1.0283)  -0.049
H (-2.5930, -0.0728, 2.6740)  0.091
H (3.2572, -0.0160, -3.4065)  0.089
H (6.7098, 1.0871, 5.0396)  0.119
C (6.1940, 2.4188, 3.4348)  -0.041
H (-1.9593, -1.0597, 0.5055)  0.037
C (0.7399, 3.4591, -3.2599)  0.014
H (-0.9551, 3.3578, 0.6808)  0.092
H (2.8640, 3.8139, -3.0806)  0.125
C (1.2289, -3.3460, -2.5298)  -0.398
H (-2.2012, 3.8061, -3.0811)  0.106
H (-5.4632, 3.2902, -1.8546)  0.116
H (-1.3279, -4.3437, -2.7532)  0.087
H (3.9689, 1.7593, 0.9727)  0.044
H (-1.1167, -4.4553, 1.0043)  0.105
C (1.2002, -2.9471, -0.0963)  -0.560
C (-2.3180, 0.9767, 2.6870)  -0.137
C (5.2173, 0.2492, 3.7605)  -0.135
H (3.3310, -1.6475, -2.7651)  0.088
H (6.8749, 3.1955, 3.7560)  0.119
H (-3.0292, 1.3112, 4.6820)  0.113
N (0.2399, -3.1942, 4.6766)  0.246
C (-2.5640, 1.7532, 3.8103)  -0.060
C (2.6982, -0.7607, -2.8423)  -0.052
C (1.0658, 2.1281, -0.9972)  -0.717
C (-1.7363, -3.3318, -2.7428)  -0.059
N (-1.4683, -3.7008, 1.5807)  0.078
H (-1.4012, 4.7327, 2.6886)  0.117
H (-0.5692, -2.7847, -4.4755)  0.136
C (-5.2626, -0.0692, -2.2548)  -0.064
H (-3.3209, 2.8755, -0.6824)  0.105
N (-0.1504, -1.7374, 2.8826)  0.119
C (-5.0681, 2.2852, -1.7859)  -0.060
N (0.5703, -1.7242, -0.2569)  0.073
H (0.8103, -2.5245, 5.1651)  0.131
O (-0.6566, -0.3707, -1.5635)  -0.078
C (1.9782, 3.3545, -2.6590)  -0.084
Mn (0.5710, -0.5622, 1.3899)  0.427
C (-1.6503, 3.6800, 2.6875)  -0.046
C (-1.4044, 2.9126, 1.5595)  -0.119
H (5.1333, -0.6784, 4.3136)  0.100
N (2.1458, 2.6538, -1.5411)  0.067
C (6.0899, 1.2414, 4.1669)  -0.056
H (-5.8238, -0.8940, -2.6740)  0.112
C (-0.3454, 2.8514, -2.6304)  -0.276
O (1.6040, -4.0560, -3.4158)  0.174
C (-1.6900, 2.8620, -3.2794)  -0.002
N (0.8819, -0.9206, 3.1169)  -0.548
N (1.4525, -3.7054, -1.1942)  0.244
H (2.5321, -0.3573, -1.8386)  0.052
H (0.8173, -0.1745, -3.7482)  0.123
H (-2.4807, -3.7102, 1.5684)  0.111
H (-1.8687, -3.0166, -1.7013)  0.060
C (0.4761, -2.0523, -2.7432)  -0.290
Ge (-1.7321, 0.4028, -0.0215)  1.030
H (-2.3945, 3.6916, 4.6991)  0.116
C (4.4362, 0.4453, 2.6195)  -0.499
H (1.5911, -1.5687, -4.5082)  0.136
N (-1.0126, -3.8668, 2.8841)  0.023
C (1.3834, -1.0867, -3.5533)  -0.130
C (-2.2176, 3.0962, 3.8133)  -0.050
H (-6.7136, 1.3924, -2.8366)  0.115
C (5.4320, 2.6004, 2.2905)  -0.053
H (5.5193, 3.5073, 1.7074)  0.118
N (-0.1871, 2.2322, -1.4481)  0.084
O (0.6644, 0.3380, 3.0400)  -0.074

Computed properties:
multiplicity	4
HOMO (alpha / beta)	-0.49186 / -0.49529	Ha
total charge	+2
HOMO-LUMO gap (alpha / beta)	5.981 / 6.694	eV
energy	-163379.689	eV
energy above the lowest of the compared OMol25 structures with the same formula, charge and spin	357.2	kJ/mol

=====

# C54H129N15O16SZn

A structure of composition C54H129N15O16SZn in a non-equilibrium geometry (ωB97M-V/def2-TZVPD, the Open Molecules 2025 dataset).

Each line ends with the Löwdin charge.
Geometry (Å):
H (4.1212, 1.1369, 4.5991)  0.062
H (-1.4178, -4.6400, -1.6633)  0.049
N (-4.0392, 3.7789, 0.3729)  0.027
C (-6.5063, -3.1543, -3.2346)  -0.237
N (-0.4241, -2.9481, -2.4743)  0.029
H (6.4191, 1.7166, 2.7048)  0.064
H (-3.3164, -2.8656, 0.8476)  0.057
H (-0.4221, 9.2552, -0.2343)  0.066
H (3.0200, 1.6482, -1.2103)  0.072
C (0.8738, 5.7743, -2.8194)  -0.084
H (-0.4723, 2.5226, -0.8956)  0.050
C (2.9372, 2.4728, 1.8843)  -0.479
H (-5.4582, -3.7580, -1.4644)  0.071
C (4.2934, -2.9801, 4.5808)  0.038
H (-8.5761, -2.1546, -5.1204)  0.106
C (4.9174, 4.8229, -3.7993)  -0.063
H (7.6308, -4.4045, -3.0056)  0.092
N (6.6947, 0.8643, 0.8765)  0.042
H (-5.2849, -4.4854, -5.7836)  0.036
H (-0.7894, -2.4983, 9.2451)  0.075
H (-2.4651, -2.8983, 9.3473)  0.069
C (7.5909, -3.3152, -3.0072)  0.011
C (-0.8007, 2.4587, -1.9330)  0.017
H (3.7934, 4.4221, 2.3173)  0.083
H (1.8051, 7.0356, -0.5726)  0.097
H (-1.0499, -4.6677, 5.1394)  0.115
H (-1.2767, 6.0842, -2.6029)  0.112
H (-0.3673, 7.5791, -2.5578)  0.095
H (0.5464, -0.5671, -2.3515)  0.054
H (-0.8996, -3.1019, 0.8189)  0.070
H (7.7276, -2.8363, -2.0376)  0.066
O (-5.5484, 5.0585, -0.5335)  0.066
C (0.4346, -0.8224, -3.4052)  0.010
H (5.1792, 1.2297, 5.8336)  0.079
O (-2.9816, 0.6212, 4.7078)  0.029
H (6.3897, -0.5216, -1.5357)  0.076
H (0.8215, 5.7385, -3.9076)  0.072
C (1.5202, 4.2582, 0.9474)  -0.075
C (-0.8499, -4.8743, 1.6957)  -0.577
H (7.5172, 1.0481, 0.3198)  0.144
H (-3.9998, -0.3320, -4.3151)  0.068
H (4.6422, -0.1839, -1.3970)  0.081
C (-0.3529, 6.5361, -2.2416)  -0.196
C (-2.4148, 0.3927, 3.6592)  -0.599
H (3.3193, -3.4656, 4.5214)  0.091
H (5.8265, -2.6787, 1.2645)  0.072
H (1.3717, -0.7978, -3.9615)  0.076
H (0.5372, 9.1807, -1.5685)  0.056
C (-0.7421, -4.3956, -2.4829)  -0.043
H (1.3460, 9.4822, -0.0645)  0.069
H (0.4931, 4.2580, 0.5826)  0.075
H (-1.3622, -2.3001, 4.9999)  0.099
H (5.0838, 4.6715, -4.8658)  0.089
H (-2.7906, -1.7507, 3.1646)  0.075
C (-5.7190, 4.9845, 1.7676)  0.010
H (1.8677, 2.9705, -1.5505)  0.054
C (-0.1228, -2.2089, -3.5875)  -0.564
H (-2.5762, 6.4589, 1.7412)  0.065
H (8.3296, -2.9477, -3.7195)  0.075
H (0.8441, -6.3602, 5.5878)  0.060
C (-2.0634, 1.5890, -2.0428)  -0.571
H (-0.1565, -6.1128, 7.0015)  0.057
H (1.1002, 2.2314, 1.1607)  0.105
N (-2.3955, 0.7607, -1.0531)  0.040
H (-3.2906, -1.1128, -0.9073)  0.070
C (5.6428, 0.1783, -1.1610)  0.034
H (-2.2651, 6.0034, -0.5637)  0.099
H (1.6868, -3.0208, -1.1132)  0.065
C (-0.6714, -2.0612, 5.8085)  -0.216
H (2.2130, 4.6295, 0.1923)  0.084
H (5.8362, 4.7929, -3.2136)  0.086
H (-6.5532, 5.6735, 1.6353)  0.086
H (-0.8954, 3.1110, 3.0458)  0.061
H (4.7689, 3.4064, 1.3845)  0.083
H (-7.6765, -1.8659, -7.3072)  0.076
C (-5.5298, -2.8572, -2.0739)  -0.072
C (2.7397, -2.9697, -1.3906)  0.021
H (8.0474, 1.1952, 2.4964)  0.091
H (-0.2961, -2.5087, -1.5739)  0.041
H (-1.3408, -4.6790, -3.3486)  0.078
N (3.9175, 3.9105, -3.3271)  0.010
H (6.8174, -3.6250, 0.0659)  0.078
H (3.1069, 3.7913, -3.9177)  0.137
H (0.1203, -5.0606, -2.4361)  0.077
C (-7.0498, -1.6181, -6.4505)  -0.088
C (-1.5716, 6.2858, 1.3553)  -0.082
H (-6.1309, -0.4729, -3.0541)  0.087
H (0.0411, 2.0407, -2.4852)  0.061
C (2.7205, 2.4085, -1.9315)  0.006
C (-8.2534, -0.8140, -2.7031)  -0.077
H (1.0192, -4.6150, 2.8053)  0.061
N (-6.6844, -2.0994, -4.2039)  -0.239
C (-7.5409, -2.4509, -5.2897)  -0.262
H (0.5402, -0.3920, 4.9466)  0.062
H (-5.9893, -1.7290, -6.6767)  0.068
C (4.6102, -1.4905, -4.7224)  -0.038
H (5.7488, -4.3870, 1.2660)  0.086
H (-2.0976, -1.5716, 8.3639)  0.064
H (4.6106, 3.0168, 3.1022)  0.075
H (-0.9752, 0.6940, 2.3072)  0.053
N (-3.9194, -2.3142, -5.0589)  0.023
O (-1.4120, -5.8050, 2.2417)  0.015
O (-2.2504, -3.2957, -6.2047)  0.012
H (4.5385, 5.8184, -3.5679)  0.081
H (1.4246, -5.2634, 6.8042)  0.061
C (-1.5399, 6.6874, -0.1229)  -0.245
H (-4.3412, 0.0445, -1.7332)  0.067
C (-0.1327, -4.3463, 5.6330)  -0.250
O (4.6751, 3.4659, -1.2584)  0.050
N (-0.4001, -3.3032, 6.6113)  -0.168
H (-6.0246, 4.0654, 2.2676)  0.079
O (3.4894, -1.0685, 3.5089)  0.020
H (-1.0209, 6.9947, 1.9736)  0.069
H (0.9684, -5.9105, 1.7376)  0.086
H (-1.0540, 2.4608, 4.7137)  0.093
H (1.3880, -1.4087, 6.0762)  0.068
N (4.4875, -0.7424, 5.5339)  0.051
H (3.8367, -2.2456, -4.5823)  0.086
H (-1.4092, 5.2244, 1.5427)  0.046
C (-1.7029, -2.5458, 8.6524)  -0.099
C (0.5604, 8.8802, -0.5210)  -0.078
H (2.4329, 1.8905, -2.8464)  0.089
C (6.1628, -3.0075, -3.4788)  -0.557
H (-5.8284, -2.0166, -1.4475)  0.064
O (5.2921, -3.7543, -3.1227)  0.032
H (-1.6521, 0.6845, -0.3737)  0.058
C (-3.5755, -0.0622, -0.9648)  -0.052
H (-4.9520, 5.4207, 2.4075)  0.067
O (3.1890, -2.4920, 0.9077)  -0.023
C (3.6077, -2.9851, -0.1842)  -0.442
H (-1.5279, -4.4843, 7.9264)  0.105
C (5.8680, -3.5371, 0.5940)  -0.055
H (4.8535, -1.2093, 6.3514)  0.138
H (4.9165, -3.4158, 3.7998)  0.085
H (-4.1094, 0.2286, -0.0601)  0.075
N (-0.2074, 6.5050, -0.7399)  -0.183
H (1.6130, 4.8656, 1.8477)  0.095
C (4.2544, 0.7061, 5.5915)  -0.044
H (-3.1070, 3.7741, 2.1969)  0.074
N (1.8217, 2.9210, 1.3160)  0.064
C (-4.2842, -4.5038, -6.2154)  0.009
C (0.6728, -4.8634, 1.8021)  0.025
O (2.9758, 1.2994, 2.2307)  -0.015
S (0.4727, -0.5210, 0.6151)  0.266
H (0.2673, 1.9827, 3.6803)  0.074
N (-1.4826, -3.8849, 1.0781)  0.051
H (-3.7244, 3.5649, -0.5626)  0.138
C (5.6090, 0.2982, 0.3512)  -0.487
H (-2.7905, -0.6742, -5.4528)  0.098
C (3.8642, 3.3308, -2.1289)  -0.604
O (-0.2664, -1.5521, -0.1099)  -0.320
O (-0.2582, 0.6855, 0.7442)  -0.338
H (-1.2540, -1.3305, 6.3697)  0.097
O (-2.7083, 1.6543, -3.0568)  0.040
H (1.1086, -4.2094, 1.0467)  0.058
H (0.8640, 7.3208, 0.8732)  0.096
H (-2.5743, 2.5012, 1.1024)  0.071
C (0.8332, 7.3756, -0.2150)  -0.243
H (-2.9861, -4.0603, -0.4517)  0.051
H (-4.3243, -4.5426, -7.3040)  0.078
H (-7.1378, -0.0035, -4.3549)  0.110
N (5.9600, -1.8953, -4.2306)  0.033
O (1.8201, -0.2312, 0.1154)  -0.348
H (1.8369, 6.2440, -2.6196)  0.057
H (5.1003, -3.7087, -1.3512)  0.077
H (-4.9141, -2.3342, -4.8852)  0.058
H (-3.9424, -0.6221, 2.5061)  0.081
H (-2.0210, 7.6576, -0.2467)  0.109
H (6.7198, -1.2619, -4.4348)  0.133
C (-2.9210, -3.8548, 0.6168)  -0.024
C (4.0545, -1.5077, 4.5057)  -0.496
H (0.5623, -4.0116, 4.8629)  0.076
O (0.8998, -0.9402, 1.9358)  -0.315
C (-7.0162, -0.7870, -3.6070)  -0.210
C (7.0165, 0.8969, 2.3057)  -0.033
H (-7.0184, -0.5369, -6.3161)  0.066
H (-7.5795, -3.4917, -5.6115)  0.120
C (-0.7941, 2.2306, 3.6804)  -0.044
C (0.5180, -5.6101, 6.3083)  -0.071
H (2.8906, -3.8307, -2.0417)  0.094
C (-1.5635, -3.4898, 7.4816)  -0.275
H (-7.5135, -3.3255, -2.8548)  0.110
H (-3.8827, -5.4343, -5.8142)  0.072
H (-4.4854, -2.7990, -2.3803)  0.059
C (-3.3859, -3.3128, -5.7355)  -0.541
Zn (2.7965, -0.5709, 1.6659)  0.539
H (3.4755, 1.0883, 6.2513)  0.091
N (4.8390, -3.4861, -0.4013)  0.049
H (-8.1489, -1.4096, -1.7962)  0.066
H (-6.1017, -4.0557, -3.6950)  0.108
O (-0.1726, -2.6922, -4.7022)  0.035
H (4.2790, -0.6124, -4.1681)  0.066
H (4.7441, -3.1922, 5.5503)  0.079
C (-5.0882, 4.5822, 0.4380)  -0.622
C (-3.2673, -1.0982, -4.5690)  -0.040
C (-2.8869, -0.7485, 2.7469)  0.015
O (4.6903, -0.1682, 1.0122)  0.028
C (-3.4453, 3.0578, 1.4482)  -0.089
H (2.9226, -2.0777, -1.9899)  0.086
H (4.6510, -1.2553, -5.7860)  0.084
H (-4.1434, 2.3191, 1.8420)  0.093
H (-2.4985, -3.4262, 6.9248)  0.117
H (-8.6532, 0.1563, -2.4085)  0.075
H (6.7283, -0.0125, 2.8330)  0.088
H (-0.9936, 3.4968, -2.2034)  0.071
H (-9.1103, -1.2217, -3.2395)  0.065
H (-3.5535, -4.5892, 1.1155)  0.084
H (0.9795, -2.0529, 4.4416)  0.044
H (-0.2718, -0.1095, -3.8304)  0.080
C (4.0735, 3.3729, 2.2231)  0.038
H (-2.6344, -1.2798, -3.7004)  0.069
H (5.7923, 1.1737, -1.5793)  0.078
C (0.6529, -1.4263, 5.2716)  -0.057
H (-2.3199, -0.6364, 1.8227)  0.050
H (0.9220, 4.7412, -2.4752)  0.036
N (-1.4171, 1.0460, 3.1445)  0.021

Computed properties:
HOMO	-0.28719	Ha
HOMO-LUMO gap	7.448	eV
energy	-172460.866	eV
energy above the lowest of the compared OMol25 structures with the same formula, charge and spin	103.5	kJ/mol

=====

# C14H22F3N2O9

A cluster of 4 separate species, C14H22F3N2O9 in total in a non-equilibrium geometry (ωB97M-V/def2-TZVPD, the Open Molecules 2025 dataset).

Each line ends with the Löwdin charge.
Geometry (Å):
C (2.5624, 2.6424, 0.9647)  -0.561
H (0.6998, 4.0581, -2.9043)  0.136
H (-1.1558, -4.0482, 5.3156)  0.143
O (-1.8015, -0.9029, 5.3314)  0.126
C (-2.1752, -4.1913, 0.9661)  -0.540
O (3.5494, 2.6872, 0.0407)  0.038
H (-1.6110, -1.9145, -0.5607)  0.126
C (-1.0480, -1.9451, 4.7522)  -0.315
O (-2.3198, -2.7605, 6.4672)  0.078
H (5.5226, 2.0024, 0.1465)  0.144
H (2.4605, 2.6951, -2.0394)  0.087
F (-1.0596, -1.8039, 3.3966)  0.058
C (0.6723, 3.0348, -3.2737)  -0.136
C (1.9606, 2.3305, -2.9273)  -0.131
O (-2.8658, -0.7484, 7.3190)  0.195
H (-1.9912, 0.7293, -4.6514)  0.122
O (-2.5430, -4.6659, 1.9810)  0.193
H (2.5541, 0.3101, -3.2693)  0.068
F (5.1450, 2.2847, 3.0576)  0.099
F (0.1774, -3.4863, -1.3286)  0.063
N (-0.4021, 2.2577, -2.5735)  0.060
H (5.2112, 3.5749, 0.9066)  0.150
C (2.4342, 1.3030, -3.6942)  0.061
O (-0.9603, -4.4265, 0.3848)  0.137
H (-0.4666, 2.5914, -1.6098)  0.176
O (1.4125, 2.8066, 0.7043)  0.151
O (3.0584, 2.3759, 2.1891)  0.154
C (-2.3263, 0.9926, -3.6510)  -0.229
H (-1.3168, -4.7928, -1.6030)  0.177
H (0.4972, 3.0719, -4.3474)  0.136
H (-1.1603, -0.5320, -2.9939)  0.069
C (-2.3845, -1.4063, 6.4663)  -0.544
H (-2.4488, 2.7576, -2.4354)  0.134
C (-1.0376, -3.9669, -0.9476)  -0.309
C (-1.7957, -3.1774, 5.2029)  -0.053
H (-3.4064, 1.1224, -3.7114)  0.121
H (-2.6168, -3.4241, 4.5286)  0.138
H (2.7297, 1.4490, -4.7304)  0.079
O (-2.9012, -3.3280, 0.2083)  0.080
H (-2.0069, 0.1208, -1.7979)  0.072
H (4.3745, 0.8078, 1.9660)  0.177
H (-2.6345, -2.7271, -1.7646)  0.130
C (-2.0661, -2.8645, -0.8488)  -0.078
H (-0.0653, 1.2926, -2.5083)  0.144
N (-2.0810, -0.1615, -2.7716)  0.014
H (-1.7815, 3.0388, -4.0157)  0.129
C (-1.7731, 2.3445, -3.1803)  -0.108
C (4.8077, 2.5785, 0.7266)  -0.031
H (-0.0169, -1.8842, 5.1043)  0.172
C (4.3905, 1.8977, 2.0129)  -0.301

Computed properties:
HOMO	-0.46710	Ha
total charge	+1
HOMO-LUMO gap	8.767	eV
energy	-44425.971	eV

=====

# C3H8O

A cluster of 2 separate species, C3H8O in total (ωB97M-V/def2-TZVPD, the Open Molecules 2025 dataset).

Each line ends with the Löwdin charge.
Geometry (Å):
H (-2.2326, -0.0185, -1.4916)  0.074
O (0.8238, 0.1688, -0.5714)  0.034
C (-1.2692, -0.5295, -1.4669)  -0.057
H (-0.2421, 1.4163, -1.7379)  0.115
C (0.6898, -0.0070, 2.6125)  -0.056
H (0.6267, -0.1835, 3.6877)  0.015
H (-1.2688, -1.3263, -0.7357)  0.077
C (-0.1466, 0.4374, -1.2289)  -0.320
H (-1.1621, -0.9155, -2.4857)  0.084
H (1.0227, 1.0160, 2.5130)  0.012
H (-0.2852, -0.1070, 2.1523)  0.007
H (1.4419, -0.6465, 2.1675)  0.015

Computed properties:
SMILES string	CC=O.C
HOMO	-0.36640	Ha
HOMO-LUMO gap	10.988	eV
energy	-5287.645	eV
energy above the lowest of the compared OMol25 structures with the same formula, charge and spin	48.8	kJ/mol